22
Properties=species:S:1:pos:R:3:forces:R:3:mulliken_spin:R:1 method="wB97M-V/def2-TZVPD" orbital_gap_ev="7.162 / 7.472" lumo_energy_ev="-2.61 / -5.88" de_lowest_kcal_mol=0.0 charge=+1 multiplicity=3
C 1.368 1.614 1.293 -1.914 -2.219 -3.625 0.191
H -1.812 -1.267 4.440 0.306 -0.871 0.391 0.000
N -0.666 -0.814 -0.248 -1.378 -1.670 -1.503 0.376
H -0.494 0.411 -5.103 -0.447 0.831 -0.043 0.029
C -0.126 -0.012 0.553 1.150 2.219 -0.520 -0.040
H -1.418 -2.439 3.165 -0.233 -0.590 0.687 0.001
N -0.242 0.084 1.929 2.313 0.986 1.489 0.231
H -2.575 -1.229 3.024 -0.907 -0.275 -0.478 0.000
N -1.753 -1.550 3.478 0.641 1.590 -0.483 -0.002
C 0.815 1.035 0.068 -0.933 -1.004 3.400 0.188
C 0.062 -0.315 -4.556 2.718 -0.128 -1.689 0.004
C 0.730 0.099 -3.361 -0.726 -0.290 -0.049 0.423
H 1.056 1.159 3.408 -0.853 -0.514 -1.247 0.019
C 1.189 1.318 -1.241 -2.024 -2.880 0.179 0.382
H 1.904 2.014 -1.308 2.491 2.659 -1.135 0.004
H -0.495 -1.159 -4.359 -1.623 -1.703 0.808 0.003
N 0.855 0.596 -2.322 0.714 1.462 1.309 -0.072
H -0.817 -0.587 2.663 0.588 0.675 -1.045 -0.028
H 0.836 -0.745 -5.239 -0.423 0.563 0.245 0.021
C 0.764 0.964 2.338 -0.930 -0.272 2.469 0.279
H -1.312 -1.478 0.167 0.006 -0.039 0.144 -0.010
H 2.132 2.300 1.211 1.461 1.470 0.694 -0.001

=====

75
Properties=species:S:1:pos:R:3:forces:R:3:mulliken_spin:R:1 method="wB97M-V/def2-TZVPD" orbital_gap_ev="6.465 / 5.521" lumo_energy_ev="-7.84 / -9.25" charge=+2 multiplicity=5
H 4.923 1.049 4.821 -0.009 0.008 -0.012 0.000
C 2.302 5.124 1.225 0.061 0.073 -0.101 -0.003
H 1.909 0.740 4.333 0.062 0.062 0.017 -0.008
H -1.362 -1.156 -6.595 0.013 0.006 0.012 0.002
C -1.618 -1.433 -3.171 0.176 0.073 -0.045 0.133
H -3.688 -3.111 1.929 -0.012 0.015 -0.032 0.003
C 2.567 -0.088 4.079 -0.131 -0.016 -0.165 0.022
H 2.983 5.137 0.372 -0.042 0.028 0.014 0.000
C -4.061 -3.718 -0.650 -0.041 -0.029 -0.021 0.007
H -1.733 -5.141 -0.543 -0.017 0.030 0.023 -0.003
O 2.593 -1.214 0.957 0.545 -0.411 -0.263 0.000
H -1.328 3.898 2.238 -0.005 0.071 -0.015 0.003
C -2.744 -3.281 0.000 -0.055 0.070 -0.036 0.076
C 1.877 2.710 0.665 0.314 0.013 0.452 -0.008
O -0.058 -2.212 0.560 -1.128 0.443 0.151 0.270
H -0.608 3.142 3.685 -0.017 0.022 0.073 0.013
C -1.927 -2.395 -0.913 -0.213 -0.126 -0.538 -0.026
H -3.315 -2.503 -2.535 -0.015 0.012 0.051 0.003
H 0.580 4.839 -0.832 -0.015 -0.023 0.034 0.000
H -2.779 -3.262 -4.903 0.015 0.041 -0.008 0.000
H 5.548 -0.413 2.257 -0.030 0.002 0.017 0.000
Pt 0.499 -1.344 2.424 0.177 0.061 -0.241 0.911
H -2.589 -5.175 0.996 0.023 0.007 -0.010 0.003
C -1.955 -4.561 0.356 0.023 -0.040 -0.059 0.033
C 4.746 -0.761 2.911 -0.017 0.058 0.085 0.002
H -1.024 -4.366 0.879 -0.010 0.076 0.011 -0.002
H -0.377 -2.139 -5.515 -0.046 0.018 -0.006 -0.003
N 1.110 -0.261 -1.046 -0.677 -0.462 -0.171 0.535
H -4.583 -4.373 0.045 -0.010 0.019 -0.004 0.000
C -2.363 -2.105 -2.225 0.049 -0.170 0.221 0.129
C 0.069 -1.023 -1.439 0.812 1.109 -0.031 0.190
H 5.215 1.952 3.338 -0.010 -0.021 0.031 0.000
H 3.756 2.254 4.304 0.015 -0.053 -0.038 0.000
C -3.163 -2.244 -4.998 0.005 -0.050 0.010 0.007
C -2.124 -1.197 -4.583 0.093 -0.016 0.038 0.043
C 4.440 1.481 3.945 0.113 0.095 -0.055 0.002
H 4.305 -1.651 2.471 -0.026 0.030 0.020 0.001
N -0.784 1.935 1.994 0.201 0.306 -0.182 0.545
C -2.782 0.198 -4.583 0.027 0.072 -0.014 0.036
H 0.287 -0.368 -3.454 -0.071 -0.005 0.003 -0.019
C -3.086 -2.482 1.272 -0.048 -0.015 0.112 0.036
O 0.749 3.772 2.389 0.013 0.014 0.021 0.025
H 5.199 -1.039 3.864 0.011 -0.027 -0.027 0.000
C -0.959 -1.217 -5.584 0.020 -0.030 -0.038 0.025
C 3.115 0.913 1.878 -0.076 -0.220 -0.251 0.000
C 1.241 4.045 1.047 0.042 -0.062 0.127 -0.002
H -3.171 0.411 -5.580 0.026 -0.015 0.013 0.004
C 2.800 2.195 1.707 -0.305 0.425 -0.304 0.004
H 1.829 6.102 1.305 -0.010 -0.020 0.023 0.000
H -0.347 5.384 0.557 0.005 0.005 -0.015 0.000
C 1.480 1.976 -0.391 0.099 -0.289 0.117 0.038
H 0.822 2.349 -1.163 -0.044 -0.040 0.058 0.003
C 2.604 -0.016 0.848 -0.270 -0.075 0.382 -0.005
H -2.197 -2.190 1.824 0.112 0.034 0.056 0.000
H 2.880 4.959 2.132 0.010 -0.008 -0.019 0.000
H -1.465 1.860 1.239 -0.043 -0.081 0.137 -0.017
O 0.049 0.988 2.138 -0.134 -0.038 0.332 0.466
H -3.615 0.244 -3.879 0.021 -0.005 -0.010 -0.004
C -0.348 -0.907 -2.762 -0.205 -0.129 -0.168 0.203
H -0.283 -0.368 -5.466 -0.034 -0.013 0.004 -0.001
H -3.901 -4.288 -1.569 -0.001 -0.003 0.061 -0.001
H -0.607 3.757 -0.095 0.032 0.030 0.014 -0.001
H -2.064 0.983 -4.332 -0.030 -0.025 0.002 0.000
H -4.727 -2.878 -0.866 0.064 -0.008 0.007 0.000
H -3.423 -2.085 -6.044 -0.001 0.003 0.013 0.000
C -0.653 -1.854 -0.495 0.780 -0.578 0.432 0.327
C 0.147 4.518 0.117 -0.067 0.036 -0.168 0.003
H 3.128 2.915 2.441 -0.084 0.038 -0.009 0.000
C 1.751 0.562 -0.324 -0.129 0.200 -0.055 0.024
H -4.091 -2.166 -4.429 0.019 0.021 0.001 0.000
H 2.939 -0.551 4.993 0.032 0.003 -0.008 0.003
H -3.668 -1.588 1.038 0.009 -0.045 -0.016 0.000
C -0.525 3.258 2.607 -0.117 -0.243 -0.188 -0.020
H 1.921 -0.895 3.619 0.286 -0.145 0.084 -0.008
C 3.733 0.367 3.163 -0.106 -0.092 0.066 -0.001

=====

20
Properties=species:S:1:pos:R:3:forces:R:3:mulliken_spin:R:1 method="wB97M-V/def2-TZVPD" orbital_gap_ev="11.875 / 4.217" lumo_energy_ev="-12.50 / -20.14" de_lowest_kcal_mol=0.0 charge=+3 multiplicity=2
H 1.653 -1.462 -1.229 -0.173 -0.373 0.083 0.000
H 0.181 -1.720 -0.250 0.124 -0.103 -0.047 0.000
C 1.619 -0.240 0.535 -0.353 -0.747 1.415 0.000
C 0.892 -0.975 -0.615 0.071 1.152 -0.191 0.001
O -2.522 1.597 1.095 -1.863 0.940 0.832 1.035
H -2.939 2.513 0.908 0.569 0.190 -0.236 -0.019
H -1.894 -0.092 -1.002 0.162 -0.920 -0.819 -0.002
H 0.820 0.844 -1.880 0.080 0.170 0.365 0.000
N 1.594 -1.146 1.785 -0.624 -0.563 -0.295 0.000
H -1.624 0.890 -2.330 0.213 -0.590 -0.414 0.001
N -1.211 0.511 -1.468 -0.330 0.600 1.278 0.000
H -1.273 1.320 -0.848 0.916 0.270 -0.170 0.002
H 2.037 -2.052 1.586 0.272 0.124 0.036 0.000
H 2.022 -0.781 2.644 0.237 0.272 -0.253 0.000
H 2.686 -0.050 0.451 -0.098 0.278 -0.809 0.000
H 0.632 -1.396 2.028 0.040 0.030 0.150 0.000
H -3.247 1.269 1.742 0.458 -0.553 0.133 -0.021
C 0.221 -0.032 -1.640 0.372 -0.115 -1.294 0.001
H 1.095 0.666 0.831 0.212 0.140 0.045 0.000
H 0.192 -0.546 -2.604 -0.286 -0.202 0.192 0.001

=====

70
Properties=species:S:1:pos:R:3:forces:R:3:lowdin_charge:R:1 method="wB97M-V/def2-TZVPD" orbital_gap_ev=8.469 lumo_energy_ev=-5.56 de_lowest_kcal_mol=6.9 charge=+2
H -8.098 -0.825 1.977 0.006 0.014 0.000 0.120
H 0.109 1.818 3.940 -0.022 0.018 -0.016 0.116
N 0.211 -0.103 3.113 0.013 0.006 -0.138 -0.138
N 0.257 1.823 -0.882 -0.068 0.066 0.028 -0.135
H -4.355 1.065 1.168 0.033 -0.027 -0.016 0.098
H -0.787 3.544 2.778 0.040 0.021 -0.022 0.123
C -7.089 -0.877 1.590 -0.017 -0.015 0.002 -0.041
H 1.939 2.562 -1.962 0.025 -0.022 -0.007 0.143
H -2.465 0.434 3.050 0.031 -0.029 -0.001 0.114
C -6.633 -2.056 1.017 0.033 -0.022 -0.019 -0.040
O -2.920 -2.129 -1.077 0.117 0.044 0.025 -0.235
C -4.977 0.180 1.153 -0.017 0.006 0.012 -0.060
C -6.267 0.241 1.651 -0.032 -0.006 0.004 -0.050
N -1.879 -1.573 1.171 -0.164 -0.573 0.140 -0.261
C 0.947 -4.973 -0.765 -0.021 -0.075 0.034 0.037
H -2.147 3.829 1.725 0.017 0.022 -0.040 0.137
C -5.346 -2.130 0.506 -0.036 0.075 0.030 -0.044
C 3.126 0.627 1.441 0.043 -0.103 -0.159 -0.178
H -0.075 1.466 -1.778 -0.005 -0.005 -0.008 0.131
C -0.538 0.942 3.866 0.125 -0.076 0.091 -0.172
H 1.659 1.847 2.436 -0.012 -0.033 -0.026 0.095
H 2.507 -0.905 0.232 0.040 -0.003 0.036 0.095
C -1.482 -2.949 1.187 -0.211 0.252 -0.143 -0.289
C -0.751 -5.638 0.925 0.072 -0.001 -0.057 0.000
H -0.174 3.813 -1.446 0.010 0.025 0.025 0.130
C 1.175 -2.647 -1.212 0.074 -0.085 0.027 -0.116
C -1.205 3.282 1.805 -0.118 -0.082 0.088 -0.174
H 2.047 2.708 -0.223 0.004 -0.012 0.014 0.111
H -6.644 1.163 2.072 0.026 0.006 0.001 0.117
H -2.383 2.049 3.742 0.028 -0.002 0.033 0.137
S -2.895 -1.181 -0.007 -0.176 -0.038 -0.331 0.636
H 3.533 0.912 -1.127 -0.005 0.012 -0.002 0.138
C -2.147 -3.917 1.880 0.103 -0.141 0.073 0.010
H 2.284 -4.179 -2.239 0.003 0.007 0.002 0.122
C -1.761 -5.275 1.764 -0.068 0.099 0.063 -0.031
H 1.219 -6.009 -0.924 -0.004 0.004 -0.003 0.137
H -2.987 -3.639 2.505 -0.011 -0.010 -0.009 0.127
O -2.387 0.192 -0.333 0.024 -0.084 -0.073 -0.431
C -0.241 3.713 0.710 0.074 0.082 0.001 -0.155
C 1.661 -0.069 3.439 -0.048 -0.094 0.027 -0.180
C 2.468 0.741 -0.949 0.104 -0.095 0.047 -0.188
C -0.053 -4.655 0.177 -0.006 -0.124 0.017 -0.130
H -0.475 -6.678 0.808 -0.002 0.004 -0.008 0.129
C -0.481 3.107 -0.671 0.022 -0.051 -0.076 -0.171
N -1.501 1.826 1.807 0.029 -0.009 0.035 -0.130
H 1.790 0.037 4.518 0.002 0.035 -0.003 0.130
H -0.727 0.608 4.888 -0.046 0.011 -0.006 0.141
C -4.526 -1.008 0.590 -0.127 -0.014 0.120 -0.286
H 0.786 3.516 1.029 -0.014 -0.049 0.004 0.092
C -1.824 1.311 3.159 -0.070 0.007 -0.097 -0.186
C 1.716 2.048 -1.024 -0.094 0.074 -0.047 -0.183
N 2.253 0.069 0.361 -0.158 0.045 -0.002 -0.120
H 3.678 1.475 1.032 -0.023 0.034 0.039 0.125
H -0.159 -1.006 3.405 -0.006 0.000 0.029 0.123
H 1.663 -1.851 -1.760 0.005 -0.007 -0.018 0.095
H -2.294 -6.028 2.327 -0.008 0.007 0.001 0.121
H -7.284 -2.916 0.951 -0.003 0.007 0.004 0.121
H 2.128 0.073 -1.742 -0.053 0.022 -0.010 0.105
C 1.540 -3.973 -1.483 -0.013 0.118 0.005 -0.014
H 3.097 1.542 3.353 0.031 -0.062 0.006 0.132
C 2.378 1.058 2.690 -0.005 0.148 0.072 -0.164
N 0.270 -2.290 -0.318 -0.064 -0.147 -0.037 0.023
H -4.992 -3.032 0.026 0.029 -0.001 0.002 0.121
H -1.541 2.901 -0.837 -0.006 0.006 0.024 0.126
H 2.086 -1.040 3.173 0.017 0.013 -0.017 0.129
H -2.316 1.684 1.216 -0.016 0.050 0.046 0.066
C -0.395 -3.301 0.339 -0.011 0.160 0.114 -0.169
Y -0.295 -0.050 0.678 0.619 0.583 0.044 1.554
H -0.297 4.799 0.629 -0.038 -0.006 -0.006 0.132
H 3.875 -0.125 1.701 0.002 0.017 0.031 0.135